The molecule C3H3ClF2 at a distorted geometry. Source: OMol25; level of theory: wB97M-V/def2-TZVPD.

The calculation puts the LUMO energy at 0.0353 Eh. The SMILES is C=CC(F)(F)Cl. The gap between HOMO and LUMO is 11.81 eV. The value obtained for the energy relative to the best compared isomer or geometry (same formula, charge and spin) is 8.8 kcal per mole. The value obtained for the HOMO energy is -10.8 eV.

XYZ file:
```
9
Properties=species:S:1:pos:R:3:forces:R:3
C -1.306 -0.342 0.137 -0.2 0.5 1.4
C -0.178 -0.316 -0.545 -0.6 0.6 1.2
C 0.935 0.504 0.048 0.7 -1.1 0.0
F 1.239 1.622 -0.667 -0.5 -0.6 0.9
F 0.604 0.807 1.341 0.5 0.8 -1.1
Cl 2.433 -0.494 0.170 -0.2 0.3 -0.2
H -2.104 -0.911 -0.255 -0.9 -0.6 -0.2
H -1.464 0.129 1.136 0.2 -0.2 -1.2
H -0.160 -0.999 -1.365 1.0 0.3 -0.8
```
Forces are in eV/Å.

***

The molecule C7H8N2S at a distorted geometry. Source: OMol25; level of theory: wB97M-V/def2-TZVPD.

The calculation puts the LUMO energy (alpha / beta) at 0.0146 / -0.1215 Eh. The gap between HOMO and LUMO (alpha / beta) is 7.75 / 7.13 eV. Its spin multiplicity is 3. The value obtained for the energy relative to the best compared isomer or geometry (same formula, charge and spin) is 40.7 kcal per mole. The value obtained for the HOMO energy (alpha / beta) is -7.4 / -10.4 eV.

XYZ file:
```
18
Properties=species:S:1:pos:R:3:forces:R:3
C 0.255 0.927 2.460 -0.4 -0.3 1.0
C -0.159 2.925 1.110 -0.7 0.9 0.9
C 1.246 1.065 0.123 -2.8 1.3 3.8
C 0.667 -1.321 0.139 -1.9 -1.5 -2.2
C -1.131 0.561 -0.651 1.6 -3.3 1.5
C 0.758 1.977 1.680 0.7 -1.2 -5.0
C 0.339 0.029 -0.436 1.4 2.9 -3.6
N -0.251 0.052 2.998 0.0 -0.3 0.3
N -0.803 3.833 0.822 0.0 -0.3 -0.4
S 2.660 1.472 -0.498 2.4 0.9 -0.7
H -0.083 -1.396 0.947 1.1 -0.8 0.2
H 0.408 -2.105 -0.708 0.5 1.2 1.9
H 1.745 -1.392 0.348 -0.7 -0.1 0.4
H -1.467 0.704 0.335 -0.9 0.8 1.3
H -1.677 -0.354 -0.930 -0.2 0.8 -0.8
H -1.176 1.456 -1.217 -0.2 0.4 -0.8
H 1.654 2.496 1.848 1.2 0.3 1.3
H 0.792 0.212 -1.494 -0.9 -1.5 0.9
```
Forces are in eV/Å.